Record 1
{
  "formula": "C38H42AsIrN4P2SSe2",
  "method": "ωB97M-V/def2-TZVPD",
  "symbols": ["Ir", "Se", "P", "C", "C", "C", "C", "C", "C", "C", "C", "C", "C", "C", "C", "C", "C", "N", "N", "N", "P", "Se", "C", "C", "C", "C", "C", "C", "C", "C", "C", "C", "C", "C", "H", "H", "H", "H", "H", "H", "H", "H", "H", "H", "H", "H", "H", "H", "H", "H", "H", "H", "H", "H", "C", "N", "C", "C", "C", "C", "C", "C", "C", "C", "H", "H", "H", "H", "H", "H", "H", "H", "H", "H", "H", "H", "H", "C", "As", "C", "C", "S", "H", "H", "H", "H", "H", "H", "H", "H", "H"],
  "xyz": [[0.34431, -0.23358, 0.32868], [5.77437, 2.44731, 1.22849], [4.60823, 3.69657, -0.02939], [5.24325, 4.04184, -1.66318], [5.55944, 5.34038, -2.05047], [6.11148, 5.56143, -3.30429], [6.34615, 4.49567, -4.15828], [6.03902, 3.19667, -3.76573], [5.49499, 2.96597, -2.51689], [4.04631, 5.22993, 0.71743], [4.61894, 5.68121, 1.90298], [4.19473, 6.88259, 2.45432], [3.20457, 7.62264, 1.82605], [2.63246, 7.17228, 0.64078], [3.05181, 5.97860, 0.07913], [3.11854, 2.70054, -0.25759], [2.79057, 1.56294, 0.45996], [1.54363, 1.26119, -0.01909], [1.16283, 2.11100, -0.95418], [2.11477, 2.99428, -1.10956], [3.51692, 0.60249, 1.78016], [1.90616, -1.10747, 1.77750], [4.92940, -0.44597, 1.52361], [5.80722, -0.67022, 2.57961], [6.90460, -1.49039, 2.36948], [7.11063, -2.07438, 1.12703], [6.21517, -1.85885, 0.08472], [5.11075, -1.04973, 0.27947], [3.29114, 1.30011, 3.41819], [2.94735, 0.44942, 4.47404], [2.77829, 0.96196, 5.74879], [2.92962, 2.32394, 5.97458], [3.25280, 3.17282, 4.92553], [3.44263, 2.66886, 3.64963], [5.38627, 6.17478, -1.38405], [6.36273, 6.56800, -3.60908], [6.77900, 4.67407, -5.13344], [6.23683, 2.36826, -4.43217], [5.27967, 1.95263, -2.19572], [5.40941, 5.10809, 2.37365], [4.65270, 7.24860, 3.36362], [2.88419, 8.56393, 2.25288], [1.87043, 7.76067, 0.14769], [2.61717, 5.63367, -0.85127], [5.65865, -0.18705, 3.53783], [7.60589, -1.66471, 3.17384], [7.97723, -2.70173, 0.96762], [6.38663, -2.31614, -0.88004], [4.41969, -0.86028, -0.53497], [2.83836, -0.61740, 4.32345], [2.53679, 0.29780, 6.56736], [2.79990, 2.72215, 6.97223], [3.37232, 4.23416, 5.09877], [3.71295, 3.33298, 2.84501], [-4.15652, -2.36065, 2.16518], [-3.29241, -1.20519, 2.55122], [-2.24760, -1.60816, 3.53976], [-2.70677, -0.50704, 1.34368], [-2.01089, 0.76579, 1.75147], [-2.79726, 1.73115, 2.38211], [-2.22876, 2.86401, 2.93108], [-0.85476, 3.04922, 2.84229], [-0.07067, 2.13249, 2.16642], [-0.63220, 0.98406, 1.59419], [-4.60308, -2.78270, 3.06162], [-3.53482, -3.10941, 1.67921], [-4.93585, -2.01554, 1.49041], [-3.88852, -0.51301, 3.01218], [-1.60279, -2.34813, 3.06839], [-2.73788, -2.04641, 4.40500], [-1.67556, -0.73185, 3.83173], [-3.54067, -0.31256, 0.66757], [-2.05556, -1.25052, 0.86708], [-3.87598, 1.60811, 2.43969], [-2.85167, 3.59998, 3.42095], [-0.39764, 3.92871, 3.27628], [0.98611, 2.32982, 2.07052], [-2.48990, -2.07872, -2.91020], [-0.64530, -2.56842, -2.73432], [-0.50498, -4.18123, -1.70559], [0.07528, -2.86871, -4.47812], [0.52798, -0.92495, -1.94672], [-3.06586, -2.95922, -3.19297], [-2.57206, -1.31836, -3.68470], [-2.85731, -1.67456, -1.96964], [-1.19890, -4.91626, -2.11228], [-0.74605, -3.98212, -0.66341], [0.51355, -4.55715, -1.77800], [-0.50724, -3.64042, -4.98028], [1.11219, -3.18343, -4.38065], [0.02119, -1.93580, -5.03631]],
  "de_lowest_kcal_mol": 43.9,
  "total_charge": 3,
  "lumo_ev": [-9.51, -10.16],
  "gap_ev": [5.2774, 4.6236],
  "energy_ev": -269806.2041,
  "multiplicity": 2
}

---

Record 2
{
  "formula": "C38H42N5P2PtSe2Si2",
  "method": "ωB97M-V/def2-TZVPD",
  "symbols": ["Pt", "Se", "P", "C", "C", "C", "C", "C", "C", "C", "C", "C", "C", "C", "C", "C", "C", "N", "N", "N", "P", "Se", "C", "C", "C", "C", "C", "C", "C", "C", "C", "C", "C", "C", "H", "H", "H", "H", "H", "H", "H", "H", "H", "H", "H", "H", "H", "H", "H", "H", "H", "H", "H", "H", "C", "Si", "C", "C", "N", "C", "C", "C", "C", "C", "C", "N", "Si", "C", "C", "C", "H", "H", "H", "H", "H", "H", "H", "H", "H", "H", "H", "H", "H", "H", "H", "H", "H", "H", "H", "H", "H", "H"],
  "xyz": [[-0.10226, 0.19312, 0.35937], [7.01538, -1.33845, -0.23108], [5.74859, -0.97539, 1.41374], [6.38622, 0.49991, 2.25859], [6.90231, 0.50804, 3.54667], [7.47976, 1.66484, 4.06187], [7.54899, 2.81177, 3.28758], [7.04758, 2.80425, 1.98899], [6.47592, 1.65414, 1.47433], [5.79558, -2.38348, 2.55367], [4.67443, -3.18778, 2.72262], [4.76606, -4.36684, 3.45405], [5.97297, -4.74013, 4.02315], [7.10119, -3.94307, 3.84720], [7.01828, -2.77861, 3.10206], [3.99498, -0.71924, 0.99293], [2.76252, -0.31102, 1.54497], [1.89338, -0.31458, 0.50735], [2.51721, -0.70842, -0.59843], [3.76493, -0.96651, -0.32290], [1.94468, -0.08132, 3.15104], [-0.12695, -0.54036, 3.07617], [2.21027, 1.61371, 3.74214], [3.35124, 2.33015, 3.40384], [3.54455, 3.61367, 3.89671], [2.59085, 4.18892, 4.72390], [1.43913, 3.48436, 5.04980], [1.24467, 2.20076, 4.55939], [2.78409, -1.13994, 4.37186], [2.23375, -2.37678, 4.69921], [2.86516, -3.19416, 5.62742], [4.04093, -2.78014, 6.23523], [4.58255, -1.54291, 5.92256], [3.95436, -0.72408, 4.99284], [6.85732, -0.38605, 4.15316], [7.87666, 1.66582, 5.07019], [7.99885, 3.71099, 3.69037], [7.10348, 3.69673, 1.37700], [6.10347, 1.63480, 0.45586], [3.73022, -2.89595, 2.27878], [3.88876, -4.99106, 3.57630], [6.04289, -5.66062, 4.59063], [8.05050, -4.24315, 4.27443], [7.90584, -2.18669, 2.91434], [4.08048, 1.89830, 2.73531], [4.43434, 4.16412, 3.62086], [2.73980, 5.19186, 5.10615], [0.68133, 3.93934, 5.67517], [0.33705, 1.65690, 4.78610], [1.30413, -2.67878, 4.23300], [2.43643, -4.15831, 5.87318], [4.53262, -3.41913, 6.95849], [5.49766, -1.21433, 6.40095], [4.36126, 0.25347, 4.77631], [-1.89914, -1.69518, -1.93741], [-2.69411, -1.15910, -0.32156], [-2.18989, -2.45544, 0.93590], [-4.54161, -1.30654, -0.55359], [-2.07709, 0.37385, 0.10624], [-2.56900, 1.67834, 0.12387], [-3.90562, 2.05038, 0.15716], [-4.27954, 3.40075, 0.13520], [-3.30051, 4.37137, 0.09039], [-1.95217, 3.99348, 0.06618], [-1.56814, 2.65320, 0.08098], [-0.22829, 2.21712, 0.03253], [1.05777, 3.32619, -0.23996], [2.73212, 2.53028, -0.35885], [1.17443, 4.58237, 1.16007], [0.82958, 4.23443, -1.86135], [-1.90463, -2.78863, -2.04938], [-0.85871, -1.36009, -1.96592], [-2.41457, -1.26212, -2.80270], [-2.69664, -3.40107, 0.70335], [-2.44123, -2.16416, 1.95952], [-1.11147, -2.64258, 0.90587], [-4.76923, -2.33570, -0.85683], [-4.90089, -0.63171, -1.33804], [-5.09959, -1.09056, 0.36432], [-4.66284, 1.27456, 0.21601], [-5.32785, 3.67730, 0.16456], [-3.56984, 5.42154, 0.07364], [-1.18480, 4.76104, 0.04361], [3.08766, 2.18619, 0.61483], [3.44324, 3.28135, -0.72907], [2.73898, 1.69116, -1.05426], [0.70173, 4.17628, 2.06156], [0.68172, 5.53154, 0.92306], [2.22440, 4.79473, 1.39435], [0.94059, 3.52453, -2.68818], [1.58100, 5.02508, -1.98508], [-0.16273, 4.68885, -1.93995]],
  "de_lowest_kcal_mol": 0.0,
  "total_charge": -1,
  "lumo_ev": 2.13,
  "gap_ev": 5.6187,
  "energy_ev": -215816.2690
}